(1)
{"formula": "C2HAgLiO2", "method": "ωB97M-V with the def2-TZVPD basis set", "total_charge": 1, "lumo_ev": -5.5, "homo_lumo_gap_ev": 5.41, "elements": ["O", "C", "Li", "C", "O", "Ag", "H"], "xyz": [[-2.086, 0.510, -1.549], [-2.757, -0.128, -2.199], [-0.551, 1.398, -0.342], [1.397, 0.681, 1.132], [0.848, -0.404, 0.783], [1.141, -2.569, 0.113], [2.009, 0.512, 2.061]], "forces_ev_per_a": [[0.2, 0.1, 0.2], [-0.1, 0.0, -0.1], [0.9, -0.3, 0.6], [-1.0, 0.1, 0.3], [-0.4, -0.8, -1.1], [0.1, 0.7, 0.5], [0.3, 0.3, -0.4]], "mulliken_charge": [-0.09, 0.10, 0.88, -0.32, -0.45, 0.78, 0.10]}

=====

(2)
{"formula": "C2HAgO3", "method": "ωB97M-V with the def2-TZVPD basis set", "total_charge": 1, "lumo_ev": [-6.5, -7.4], "homo_lumo_gap_ev": [8.83, 8.12], "multiplicity": 2, "elements": ["O", "O", "O", "C", "C", "Ag", "H"], "xyz": [[0.899, -1.440, -0.260], [0.211, 1.921, 0.034], [-0.978, -0.404, 0.178], [1.027, 1.004, -0.230], [0.192, -0.360, -0.243], [-1.694, 1.466, 0.436], [0.344, -2.187, 0.084]], "forces_ev_per_a": [[0.3, -0.3, -0.4], [7.5, -2.6, -1.8], [2.3, -1.4, -1.6], [-5.2, 3.5, 0.8], [-0.6, -1.9, 2.4], [-4.7, 2.2, 1.2], [0.4, 0.4, -0.5]], "mulliken_charge": [-0.35, -0.37, -0.64, 0.23, 0.95, 0.80, 0.39]}

=====

(3)
{"formula": "C2HBN2S", "method": "ωB97M-V with the def2-TZVPD basis set", "lumo_ev": -3.4, "homo_lumo_gap_ev": 5.74, "elements": ["B", "C", "C", "N", "N", "S", "H"], "xyz": [[0.842, -0.882, -0.009], [4.590, 0.901, -0.190], [1.207, -2.247, 0.029], [3.512, 0.511, -0.076], [1.468, -3.368, -0.230], [0.332, 0.723, -0.229], [1.787, 1.251, -0.166]], "forces_ev_per_a": [[-0.1, 4.3, -0.3], [2.5, 0.9, -0.3], [1.3, -5.4, -0.9], [-4.2, -0.5, 0.2], [-0.7, 3.0, 0.9], [0.9, -0.7, 0.3], [0.4, -1.5, 0.1]], "mulliken_charge": [0.47, -0.40, 0.49, -0.43, -0.24, -0.31, 0.42]}

=====

(4)
{"formula": "C2HBrCl2OS", "method": "ωB97M-V with the def2-TZVPD basis set", "lumo_ev": [-1.3, -1.3], "homo_lumo_gap_ev": [6.56, 6.56], "elements": ["C", "C", "O", "S", "Cl", "Cl", "Br", "H"], "xyz": [[0.691, 0.585, 0.066], [-1.482, -0.378, 0.312], [1.245, 0.737, -1.279], [1.836, -0.535, -0.515], [-1.553, -0.610, 2.023], [0.697, -2.137, -1.252], [-2.480, 1.077, -0.197], [1.046, 1.260, 0.843]], "forces_ev_per_a": [[-1.7, -0.8, 0.7], [1.5, -1.2, -0.5], [0.3, 0.9, -0.4], [-0.7, -1.5, -0.5], [0.1, 0.2, 0.6], [1.0, 0.8, 0.5], [-0.9, 1.4, -0.3], [0.5, 0.2, -0.2]], "mulliken_charge": [-0.20, 0.02, -0.24, 0.36, -0.11, -0.09, -0.07, 0.33]}

=====

(5)
{"formula": "C2HBrCl2OS", "method": "ωB97M-V with the def2-TZVPD basis set", "lumo_ev": [0.2, -2.6], "homo_lumo_gap_ev": [8.11, 7.34], "multiplicity": 3, "elements": ["C", "C", "O", "S", "Cl", "Cl", "Br", "H"], "xyz": [[-0.708, -0.289, -0.198], [0.772, -1.231, -0.052], [-1.643, 1.814, 0.836], [-0.330, 1.292, 0.525], [0.928, -2.892, -0.405], [0.428, 2.308, -1.040], [2.179, -0.142, 0.296], [-1.626, -0.860, 0.039]], "forces_ev_per_a": [[3.5, -2.4, 0.5], [-3.3, 1.1, -0.4], [-0.6, 0.7, 0.3], [-1.7, -1.1, 0.8], [-0.2, 0.9, 0.0], [0.2, 0.6, -1.2], [1.7, -0.5, 0.1], [0.4, 0.8, -0.1]], "mulliken_charge": [-0.33, 0.25, -0.53, 0.56, -0.13, -0.13, -0.07, 0.39]}

=====

(6)
{"formula": "C2HBrClIO", "method": "ωB97M-V with the def2-TZVPD basis set", "lumo_ev": [-2.3, -2.9], "homo_lumo_gap_ev": [7.81, 6.62], "elements": ["C", "C", "O", "Cl", "Br", "I", "H"], "xyz": [[0.523, 0.908, -0.789], [0.061, 0.472, 0.478], [1.478, 0.412, -1.304], [0.622, -0.973, 1.018], [-1.686, 0.946, 0.996], [-0.941, -3.566, 0.656], [-0.056, 1.801, -1.054]], "forces_ev_per_a": [[-0.4, 1.5, 0.7], [-1.8, -0.7, 0.7], [0.9, -0.2, -1.3], [0.8, -0.9, 1.0], [0.4, 0.2, 0.1], [-0.1, -0.1, -0.1], [0.2, 0.2, -1.1]], "mulliken_charge": [0.14, 0.17, -0.44, -0.11, -0.03, 0.00, 0.27]}

=====

(7)
{"formula": "C2HBrFO2", "method": "ωB97M-V with the def2-TZVPD basis set", "total_charge": -1, "lumo_ev": 3.5, "homo_lumo_gap_ev": 6.33, "elements": ["C", "C", "O", "O", "F", "Br", "H"], "xyz": [[-1.984, -2.237, -0.379], [0.124, -0.693, 1.158], [-1.136, -2.778, -0.920], [-2.940, -1.720, 0.039], [0.166, 0.634, 0.578], [1.425, -1.794, -0.055], [-0.824, -1.227, 0.690]], "forces_ev_per_a": [[-1.2, 0.9, 0.0], [-0.8, -0.3, -0.3], [0.7, -1.4, -1.0], [-0.5, 0.0, 0.3], [-0.4, -1.0, 0.0], [0.7, 0.2, 0.1], [1.5, 1.6, 0.8]], "mulliken_charge": [0.76, 0.16, -0.35, -0.45, -0.24, -0.42, -0.45]}

=====

(8)
{"formula": "C2HBrFOS2", "method": "ωB97M-V with the def2-TZVPD basis set", "total_charge": -1, "lumo_ev": 3.0, "homo_lumo_gap_ev": 7.43, "elements": ["C", "C", "O", "F", "S", "S", "Br", "H"], "xyz": [[-2.733, 0.900, -0.508], [-1.486, 1.182, -0.265], [-3.909, 0.826, -0.718], [-0.541, 3.126, -1.808], [-0.289, -0.199, -0.777], [-0.917, 2.775, -0.074], [-1.185, 2.524, 2.214], [-0.539, -1.475, -0.596]], "forces_ev_per_a": [[-3.4, 1.1, -0.7], [0.3, -2.5, -1.2], [2.9, -0.4, 0.6], [-0.2, -0.4, -0.5], [1.4, 2.1, -0.7], [0.6, 0.7, -0.7], [-0.2, 0.0, 2.3], [-1.3, -0.6, 0.9]], "mulliken_charge": [0.73, -0.11, -0.45, -0.51, -0.34, 0.14, -0.54, 0.09]}

=====

(9)
{"formula": "C2HBrFOS2", "method": "ωB97M-V with the def2-TZVPD basis set", "total_charge": -1, "lumo_ev": 3.1, "homo_lumo_gap_ev": 7.46, "elements": ["C", "C", "O", "F", "S", "S", "Br", "H"], "xyz": [[0.410, -1.043, -1.044], [-0.222, -0.270, -0.227], [1.102, -1.735, -1.690], [0.923, -1.232, 1.914], [-2.027, 0.104, -0.175], [0.943, 0.317, 0.952], [1.037, 2.472, -0.060], [-2.167, 1.387, 0.331]], "forces_ev_per_a": [[1.1, -0.8, -1.0], [-1.7, 1.8, 1.4], [-0.7, 0.3, 0.2], [-0.1, -0.2, -0.1], [0.4, -0.3, 0.0], [-0.1, -1.2, 0.8], [0.0, 1.3, -0.7], [1.0, -0.8, -0.5]], "mulliken_charge": [0.76, -0.22, -0.44, -0.52, -0.27, 0.13, -0.57, 0.13]}

=====

(10)
{"formula": "C2HBrIN", "method": "ωB97M-V with the def2-TZVPD basis set", "lumo_ev": [-2.2, -3.3], "homo_lumo_gap_ev": [8.12, 6.37], "elements": ["C", "C", "N", "Br", "I", "H"], "xyz": [[0.140, 0.259, -1.784], [-0.052, 0.592, -0.463], [0.381, -0.016, -2.878], [0.401, 2.255, 0.187], [-3.269, 0.257, -0.056], [-0.241, -0.177, 0.272]], "forces_ev_per_a": [[0.2, 0.1, -0.4], [-0.7, -0.1, 1.0], [-0.1, -0.1, -0.4], [0.0, 0.1, -0.1], [0.4, 0.1, -0.1], [0.1, 0.0, 0.0]], "mulliken_charge": [0.59, -0.89, -0.30, 0.02, 0.01, 0.56]}

=====

(11)
{"formula": "C2HBrN2S", "method": "ωB97M-V with the def2-TZVPD basis set", "lumo_ev": [0.1, 0.1], "smiles": "[S-][N+]#CBr.C#N", "homo_lumo_gap_ev": [8.39, 8.39], "elements": ["C", "C", "N", "N", "S", "Br", "H"], "xyz": [[-0.429, 0.384, 0.274], [0.675, -0.330, 3.105], [-0.555, 0.539, 1.424], [1.345, -1.003, 2.379], [1.892, -1.711, 1.149], [0.231, 0.233, 4.697], [-0.480, 0.269, -0.778]], "forces_ev_per_a": [[-0.4, 0.1, 2.7], [2.7, -2.5, -2.3], [-0.5, 0.5, -2.8], [-2.8, 2.9, 4.2], [1.3, -1.5, -2.7], [-0.5, 0.6, 1.1], [0.2, -0.1, -0.3]], "mulliken_charge": [0.03, 0.40, -0.41, -0.10, -0.25, 0.03, 0.31]}

=====

(12)
{"formula": "C2HCl2NO", "method": "ωB97M-V with the def2-TZVPD basis set", "lumo_ev": -0.5, "homo_lumo_gap_ev": 8.50, "elements": ["C", "C", "N", "O", "Cl", "Cl", "H"], "xyz": [[0.021, -1.125, 0.199], [-2.555, 0.361, 0.208], [-0.728, -1.134, -0.678], [-1.596, -1.229, -1.468], [-3.391, 0.891, -1.096], [-3.359, -0.798, 1.103], [0.921, -1.079, 0.747]], "forces_ev_per_a": [[0.1, 0.0, -0.5], [1.1, 0.9, 0.9], [1.8, -0.8, 1.5], [-1.1, -0.2, -1.6], [-1.3, 0.7, -1.1], [-0.8, -0.7, 0.4], [0.2, 0.1, 0.3]], "mulliken_charge": [-0.11, -0.05, 0.40, -0.61, -0.01, -0.02, 0.40]}

=====

(13)
{"formula": "C2HCl2NO", "method": "ωB97M-V with the def2-TZVPD basis set", "lumo_ev": 0.2, "homo_lumo_gap_ev": 9.30, "elements": ["C", "C", "N", "O", "Cl", "Cl", "H"], "xyz": [[1.477, -1.006, -0.399], [-1.313, 1.418, 0.872], [0.621, -0.984, -1.191], [-1.339, 0.143, 0.949], [2.792, -1.170, 0.472], [-1.027, 2.038, -0.710], [-1.210, -0.439, 0.008]], "forces_ev_per_a": [[-2.3, -0.2, -2.7], [-0.1, 0.1, 1.2], [1.0, 0.1, 1.6], [0.2, -2.0, -3.2], [1.2, 0.0, 1.1], [0.1, -0.1, -0.8], [-0.2, 2.1, 2.8]], "mulliken_charge": [0.54, -0.01, -0.44, -0.23, -0.07, -0.11, 0.32]}

=====

(14)
{"formula": "C2HCl2NO3", "method": "ωB97M-V with the def2-TZVPD basis set", "lumo_ev": -1.1, "smiles": "O=C(Cl)[C@H](Cl)[N+](=O)[O-]", "homo_lumo_gap_ev": 9.76, "elements": ["C", "C", "N", "O", "O", "O", "Cl", "Cl", "H"], "xyz": [[0.579, 1.128, 1.288], [-0.448, 0.447, 0.368], [-2.254, 0.397, 0.160], [0.887, 2.163, 1.718], [-2.573, 0.872, -0.820], [-2.506, -0.363, 1.041], [2.249, -0.006, 1.045], [0.137, 1.544, -1.130], [-0.180, -0.576, 0.063]], "forces_ev_per_a": [[2.5, -0.9, -0.9], [0.7, 2.3, -3.1], [7.4, -1.1, 3.8], [-1.8, -0.3, 0.6], [-3.2, 0.9, -2.3], [-3.2, -0.3, -0.2], [-1.4, 0.2, 0.4], [-0.8, -1.3, 1.1], [-0.1, 0.5, 0.7]], "mulliken_charge": [0.59, -0.32, 0.89, -0.31, -0.40, -0.44, -0.28, -0.12, 0.39]}

=====

(15)
{"formula": "C2HCl2O2", "method": "ωB97M-V with the def2-TZVPD basis set", "total_charge": -1, "lumo_ev": 3.2, "homo_lumo_gap_ev": 5.68, "elements": ["C", "C", "O", "O", "Cl", "Cl", "H"], "xyz": [[2.104, 0.213, 0.938], [-1.290, 0.052, -0.322], [2.092, -0.705, 1.627], [2.190, 1.138, 0.270], [-1.120, 0.560, -2.081], [-3.087, -0.266, -0.075], [-0.888, -0.992, -0.357]], "forces_ev_per_a": [[-0.1, 0.2, -0.1], [0.7, -0.5, 0.5], [-0.1, -1.3, 0.9], [0.1, 1.2, -0.9], [0.1, 0.0, -0.4], [-0.3, -0.1, 0.1], [-0.4, 0.5, -0.1]], "mulliken_charge": [0.65, -0.36, -0.36, -0.31, -0.32, -0.33, 0.02]}

=====

(16)
{"formula": "C2HCl2OP", "method": "ωB97M-V with the def2-TZVPD basis set", "lumo_ev": 0.4, "smiles": "C#COP(Cl)Cl", "homo_lumo_gap_ev": 10.34, "elements": ["C", "C", "O", "P", "Cl", "Cl", "H"], "xyz": [[-0.109, -0.213, 1.833], [-0.532, -0.363, 0.702], [-0.975, -0.633, -0.510], [-0.290, 0.156, -1.890], [0.016, 2.008, -1.231], [1.629, -0.572, -1.688], [0.261, -0.383, 2.783]], "forces_ev_per_a": [[-1.3, -0.4, -3.2], [0.7, -0.3, 1.4], [0.5, 1.3, -0.4], [-0.2, -1.5, 0.7], [0.0, 0.8, 0.3], [-0.2, 0.0, -0.1], [0.5, 0.2, 1.2]], "mulliken_charge": [-0.18, -0.06, -0.34, 0.47, -0.14, -0.18, 0.42]}

=====

(17)
{"formula": "C2HCl3", "method": "ωB97M-V with the def2-TZVPD basis set", "lumo_ev": 0.1, "smiles": "ClC=C(Cl)Cl", "homo_lumo_gap_ev": 9.54, "elements": ["C", "C", "H", "Cl", "Cl", "Cl"], "xyz": [[-0.677, -0.410, 0.793], [0.364, 0.222, 0.149], [-0.866, -0.761, 1.833], [-2.210, -0.836, 0.179], [1.707, 0.955, 0.977], [0.665, -0.008, -1.596]], "forces_ev_per_a": [[0.9, 0.7, 0.4], [-1.0, -1.9, 0.3], [1.7, 1.4, -0.4], [-0.3, -0.2, -1.5], [-0.7, -0.5, -0.1], [-0.7, 0.6, 1.3]], "mulliken_charge": [-0.28, 0.37, 0.32, -0.12, -0.14, -0.15]}

=====

(18)
{"formula": "C2HCl3FN", "method": "ωB97M-V with the def2-TZVPD basis set", "lumo_ev": [-1.9, -1.9], "homo_lumo_gap_ev": [8.58, 8.56], "elements": ["C", "C", "N", "F", "Cl", "Cl", "Cl", "H"], "xyz": [[1.268, -0.129, -0.051], [2.719, 0.035, -0.032], [0.314, 0.591, -0.265], [0.834, -2.332, 0.564], [3.372, -1.220, -1.090], [3.220, 1.718, -0.492], [3.238, -0.304, 1.608], [-0.685, 0.524, -0.471]], "forces_ev_per_a": [[-4.5, 1.1, -0.4], [1.5, -0.7, 0.4], [2.1, -2.5, 0.2], [0.6, 2.8, -0.8], [0.0, 0.5, -0.3], [-0.5, -1.1, 0.0], [0.1, 0.2, 0.4], [0.5, -0.3, 0.5]], "mulliken_charge": [0.08, 0.63, -0.25, -0.60, -0.05, -0.09, -0.06, 0.33]}

=====

(19)
{"formula": "C2HCl4NO2", "method": "ωB97M-V with the def2-TZVPD basis set", "lumo_ev": -1.0, "smiles": "O=[N+]([O-])C(Cl)=C(Cl)Cl.Cl", "homo_lumo_gap_ev": 9.44, "elements": ["C", "C", "N", "O", "O", "Cl", "Cl", "Cl", "Cl", "H"], "xyz": [[0.160, -0.428, -0.552], [-0.635, 0.328, -1.319], [-0.350, -1.229, 0.591], [-1.520, -1.463, 0.625], [0.396, -1.500, 1.456], [1.853, -0.680, -0.985], [-2.231, 0.804, -0.945], [1.643, 1.900, 1.702], [0.044, 1.182, -2.731], [0.641, 1.087, 2.158]], "forces_ev_per_a": [[1.1, -0.6, -1.3], [0.5, 1.2, -0.6], [-0.7, 1.4, -1.1], [-1.7, -0.4, -0.7], [2.6, -0.6, 1.8], [-1.5, 0.0, 0.7], [0.2, -0.2, -0.2], [-1.7, -1.3, 0.7], [-0.6, -0.8, 1.2], [1.7, 1.3, -0.7]], "mulliken_charge": [-0.04, 0.45, 0.95, -0.55, -0.50, -0.09, -0.10, -0.26, -0.13, 0.26]}

=====

(20)
{"formula": "C2HClF2O2", "method": "ωB97M-V with the def2-TZVPD basis set", "lumo_ev": 0.3, "smiles": "O=C(OF)[C@@H](F)Cl", "homo_lumo_gap_ev": 11.66, "elements": ["C", "C", "O", "O", "F", "F", "Cl", "H"], "xyz": [[-0.618, 0.219, 0.237], [0.844, -0.161, 0.485], [-1.463, 0.733, 0.918], [-0.844, -0.157, -1.141], [0.994, -1.456, 0.494], [-2.079, 0.148, -1.576], [1.734, 0.535, -0.836], [1.431, 0.139, 1.419]], "forces_ev_per_a": [[-2.6, 0.7, -0.5], [1.4, 1.9, 1.6], [1.8, -0.9, -0.9], [2.4, -0.4, 1.9], [-0.3, -3.0, -0.4], [-1.9, 0.6, 0.0], [1.0, 0.6, -0.8], [-1.9, 0.6, -0.9]], "mulliken_charge": [0.44, 0.25, -0.43, -0.08, -0.20, -0.11, -0.13, 0.27]}

=====

How do the records compare in energy above the lowest of the compared OMol25 structures with the same formula, charge and spin? In the order shown, they have 41.3, 183.9, 463.4, 407.0, 78.0, 204.3, 183.3, 119.0, 45.5, 142.9, 253.0, 552.8, 280.9, 362.5, 93.1, 0.0, 78.9, 317.9, 49.9, 432.9 kJ/mol.
How do the records compare in molecular weight? In the order shown, they have 171.8, 180.9, 95.9, 223.9, 223.9, 283.3, 155.9, 204.1, 204.1, 245.8, 165.0, 125.9, 125.9, 157.9, 127.9, 142.9, 131.4, 164.4, 212.8, 130.5 g/mol.